The following is a quantum chemistry calculation of C34H89BMn2O17 as an isolated structure at a distorted geometry, from the OMol25 dataset.

Properties
- ΔE to the lowest compared entry with this formula, charge and spin (kJ/mol) = 0.00
- HOMO level (spin up / spin down) (Ha) = -0.2702 / -0.2853
- DFT total energy (Ha) = -4954.42819
- multiplicity = 11

Element x y z (Å)
Mn: 1.18 -0.11 -3.05
Mn: -1.71 1.11 -3.02
C: -2.76 3.40 0.01
C: -3.44 3.38 -1.37
O: -3.10 2.35 -2.20
H: -3.05 2.53 0.61
H: -3.07 4.27 0.58
H: -1.67 3.40 -0.12
H: -3.30 4.37 -1.83
H: -4.52 3.31 -1.13
C: 0.09 -0.37 0.81
C: -0.74 0.41 -0.20
O: -0.47 0.13 -1.55
H: 1.12 -0.43 0.46
H: -0.25 -1.42 0.82
H: 0.02 -0.15 1.87
H: -0.73 1.49 -0.02
H: -1.79 0.08 -0.06
C: -0.15 4.01 -4.06
C: 0.44 2.74 -4.64
O: 0.09 1.56 -3.99
H: -0.07 4.84 -4.77
H: 0.30 4.31 -3.11
H: -1.24 3.93 -4.00
H: 1.53 2.79 -4.76
H: 0.13 2.76 -5.70
B: 0.03 -1.56 -4.51
H: -0.45 -2.59 -4.74
H: 0.21 -0.96 -5.48
H: -0.75 -0.92 -3.92
H: 0.93 -1.70 -3.82
C: -3.97 -1.16 -2.24
O: -3.27 -0.49 -3.28
C: -3.91 -0.63 -4.54
C: -3.08 0.18 -5.52
O: -2.83 1.48 -5.04
C: -3.81 2.47 -5.30
H: -4.18 -2.20 -2.54
H: -4.91 -0.66 -2.01
H: -3.26 -1.24 -1.42
H: -4.92 -0.22 -4.52
H: -3.93 -1.67 -4.87
H: -3.47 0.17 -6.55
H: -2.09 -0.27 -5.65
H: -4.58 2.44 -4.52
H: -4.26 2.40 -6.29
H: -3.29 3.43 -5.23
C: 2.54 2.46 -1.67
O: 2.39 1.05 -1.83
C: 3.47 0.39 -1.17
C: 3.20 -1.10 -0.96
O: 2.14 -1.55 -1.79
C: 1.86 -2.93 -1.49
H: 3.41 2.83 -2.22
H: 2.80 2.64 -0.62
H: 1.66 3.04 -1.94
H: 3.55 0.79 -0.15
H: 4.42 0.63 -1.67
H: 2.88 -1.25 0.08
H: 4.13 -1.67 -1.09
H: 1.48 -2.96 -0.46
H: 2.78 -3.51 -1.62
H: 1.06 -3.18 -2.18
C: -1.10 -4.35 -0.33
O: -1.29 -5.19 -1.45
C: -1.57 -4.49 -2.63
C: -2.30 -5.39 -3.63
O: -3.51 -5.98 -3.25
C: -4.52 -5.08 -2.90
H: -0.51 -4.89 0.40
H: -2.06 -4.13 0.16
H: -0.68 -3.36 -0.52
H: -0.71 -4.03 -3.12
H: -2.24 -3.63 -2.45
H: -1.59 -6.19 -3.85
H: -2.47 -4.78 -4.53
H: -5.38 -5.59 -2.46
H: -4.90 -4.56 -3.79
H: -4.24 -4.39 -2.10
C: 3.84 -1.89 5.88
O: 4.01 -0.95 4.84
C: 5.27 -0.96 4.17
C: 5.51 0.40 3.53
O: 4.75 0.73 2.41
C: 3.33 0.60 2.59
H: 4.25 -2.84 5.50
H: 2.77 -2.04 6.03
H: 4.31 -1.61 6.83
H: 5.22 -1.68 3.34
H: 6.00 -1.24 4.93
H: 6.55 0.46 3.20
H: 5.38 1.12 4.35
H: 3.04 -0.44 2.53
H: 2.86 1.10 1.75
H: 3.05 1.15 3.49
C: 3.38 -3.46 2.22
O: 2.05 -3.01 2.33
C: 1.42 -3.41 3.54
C: -0.06 -3.50 3.32
O: -0.66 -3.85 4.57
C: -1.91 -4.44 4.34
H: 3.45 -4.55 2.11
H: 3.85 -3.32 3.21
H: 3.99 -2.97 1.46
H: 1.65 -2.71 4.36
H: 1.88 -4.33 3.91
H: -0.19 -4.34 2.64
H: -0.48 -2.55 2.96
H: -1.80 -5.43 3.89
H: -2.56 -3.82 3.73
H: -2.46 -4.58 5.27
C: 0.77 3.50 2.25
O: 1.55 4.09 1.24
C: 0.79 4.90 0.37
C: 1.69 5.87 -0.37
O: 2.34 6.70 0.56
C: 3.27 7.60 0.01
H: 1.41 2.88 2.87
H: -0.15 2.98 1.95
H: 0.44 4.26 2.98
H: 0.09 5.50 0.95
H: 0.18 4.27 -0.29
H: 1.14 6.41 -1.14
H: 2.48 5.30 -0.89
H: 3.53 8.31 0.79
H: 2.78 8.23 -0.74
H: 4.19 7.11 -0.31
C: 0.12 -0.20 4.80
O: 0.16 1.22 4.76
C: -1.08 1.89 4.78
C: -2.06 1.46 3.70
O: -2.71 0.26 3.98
C: -3.41 -0.31 2.88
H: -0.38 -0.70 3.97
H: -0.31 -0.50 5.76
H: 1.17 -0.50 4.81
H: -0.84 2.95 4.65
H: -1.59 1.85 5.75
H: -1.43 1.37 2.80
H: -2.78 2.29 3.63
H: -2.71 -0.67 2.12
H: -4.02 0.45 2.37
H: -4.08 -1.00 3.41

The following is a quantum chemistry calculation of C34H92AsCsN7O2SeSi8Te as an isolated structure at a distorted geometry, from the OMol25 dataset.

Properties
- ΔE to the lowest compared entry with this formula, charge and spin (kJ/mol) = 190.56
- HOMO level (Ha) = -0.1183
- DFT total energy (Ha) = -9125.99798
- net charge = -1

Element x y z (Å)
Cs: 1.87 0.67 -0.40
C: 0.50 4.91 1.00
O: 0.43 3.69 1.70
C: 0.50 3.80 3.10
C: 1.87 4.25 3.64
O: 2.96 3.45 3.26
C: 3.00 2.20 3.90
H: -0.24 5.63 1.39
H: 0.26 4.68 -0.04
H: 1.49 5.36 1.05
H: 0.26 2.80 3.46
H: -0.26 4.51 3.46
H: 1.79 4.32 4.74
H: 2.11 5.25 3.25
H: 3.04 2.32 4.99
H: 3.93 1.73 3.56
H: 2.15 1.57 3.63
C: -2.36 -3.90 -3.26
N: -0.99 -3.91 -3.72
C: -0.44 -5.23 -3.92
C: -0.14 -2.89 -3.30
N: -0.37 -2.00 -2.44
N: 1.02 -2.80 -4.06
C: 2.29 -2.67 -3.51
N: 3.18 -2.03 -4.36
N: 2.54 -3.24 -2.41
H: -2.96 -4.55 -3.90
H: -2.76 -2.89 -3.32
H: -2.46 -4.25 -2.22
H: -0.89 -5.71 -4.79
H: -0.63 -5.87 -3.04
H: 0.64 -5.16 -4.06
H: -1.20 -2.15 -1.88
H: 0.96 -3.06 -5.03
H: 2.79 -1.25 -4.87
H: 4.07 -1.81 -3.94
H: 3.47 -3.07 -2.03
C: -5.02 -0.59 3.91
Si: -3.58 -1.43 4.86
C: -3.04 -0.16 6.18
C: -4.36 -2.84 5.88
Si: -1.86 -1.96 3.34
Te: -0.80 0.04 2.53
Si: -2.90 -3.31 1.71
C: -3.76 -2.32 0.31
C: -4.30 -4.41 2.42
C: -1.70 -4.52 0.82
Si: -0.36 -3.33 4.49
C: -1.10 -4.94 5.23
C: 0.43 -2.40 5.97
C: 1.11 -3.93 3.42
H: -5.82 -0.26 4.57
H: -5.45 -1.27 3.18
H: -4.65 0.28 3.38
H: -3.87 0.15 6.81
H: -2.62 0.73 5.72
H: -2.28 -0.58 6.83
H: -5.25 -2.52 6.43
H: -3.66 -3.23 6.61
H: -4.66 -3.67 5.25
H: -4.48 -1.63 0.73
H: -4.29 -2.97 -0.39
H: -3.04 -1.74 -0.25
H: -5.09 -3.79 2.83
H: -3.93 -5.04 3.22
H: -4.75 -5.06 1.67
H: -0.98 -3.98 0.22
H: -2.22 -5.23 0.18
H: -1.15 -5.10 1.56
H: -1.81 -4.71 6.02
H: -0.34 -5.60 5.65
H: -1.63 -5.49 4.46
H: -0.32 -2.19 6.73
H: 0.84 -1.45 5.65
H: 1.23 -2.96 6.46
H: 0.82 -4.80 2.84
H: 1.99 -4.20 4.00
H: 1.41 -3.16 2.71
C: -2.32 6.37 -1.98
Si: -1.48 5.55 -3.50
C: -0.07 6.76 -3.98
C: -2.73 5.67 -4.96
As: -0.71 3.40 -2.87
Si: -2.73 2.47 -2.08
C: -2.62 0.56 -2.20
C: -4.42 2.98 -2.87
C: -2.85 2.92 -0.23
Si: -0.51 2.41 -4.99
C: -2.13 2.15 -6.01
C: 0.67 3.48 -6.07
C: 0.26 0.65 -4.97
H: -2.43 7.45 -2.10
H: -1.73 6.19 -1.09
H: -3.31 5.96 -1.81
H: -0.43 7.78 -4.09
H: 0.39 6.48 -4.92
H: 0.70 6.76 -3.22
H: -3.17 6.66 -5.05
H: -3.55 4.96 -4.83
H: -2.25 5.44 -5.90
H: -1.93 0.25 -2.98
H: -3.59 0.10 -2.39
H: -2.24 0.17 -1.26
H: -4.47 2.72 -3.93
H: -4.60 4.04 -2.78
H: -5.24 2.46 -2.38
H: -1.94 2.60 0.29
H: -3.69 2.42 0.26
H: -2.96 3.99 -0.08
H: -2.72 3.06 -6.08
H: -2.75 1.40 -5.52
H: -1.92 1.81 -7.02
H: 0.22 4.44 -6.30
H: 0.92 3.00 -7.01
H: 1.59 3.66 -5.53
H: -0.50 -0.11 -4.81
H: 1.00 0.55 -4.18
H: 0.74 0.44 -5.92
C: 3.97 -1.88 3.84
N: 4.66 -3.13 3.82
C: 4.93 -3.92 4.91
C: 5.59 -5.01 4.48
N: 5.74 -4.90 3.12
C: 6.35 -5.84 2.22
C: 5.16 -3.74 2.71
Se: 5.16 -3.14 1.01
H: 3.12 -1.93 4.52
H: 3.60 -1.66 2.84
H: 4.63 -1.07 4.15
H: 4.62 -3.63 5.90
H: 5.97 -5.85 5.03
H: 6.92 -6.57 2.79
H: 7.00 -5.30 1.54
H: 5.58 -6.33 1.62
C: 4.37 2.60 -4.21
Si: 3.70 2.85 -2.39
C: 2.76 4.53 -2.66
C: 5.32 3.54 -1.58
H: 4.75 3.52 -4.65
H: 3.58 2.22 -4.87
H: 5.18 1.87 -4.22
H: 3.38 5.29 -3.15
H: 2.42 4.94 -1.71
H: 1.88 4.38 -3.29
H: 5.78 4.35 -2.16
H: 6.07 2.75 -1.47
H: 5.12 3.93 -0.59

The following is a quantum chemistry calculation of a 10-piece molecular cluster, C34H93N5O17 overall at a distorted geometry, from the OMol25 dataset.

Properties
- ΔE to the lowest compared entry with this formula, charge and spin (kJ/mol) = 0.00
- SMILES string = COCCNCCOC.COCCNCCOC.COCCNCCOC.COCCNCCOC.COCCNCCOC.OCCO.OCCO.O.O.O
- HOMO level (Ha) = -0.3149
- DFT total energy (Ha) = -2903.79174

Element x y z (Å)
C: 4.26 -4.38 7.92
O: 2.92 -4.27 7.52
C: 2.22 -3.22 8.15
C: 0.94 -2.95 7.40
N: 1.15 -2.03 6.27
C: 1.74 -2.59 5.06
C: 0.75 -3.46 4.29
O: 1.38 -4.01 3.16
C: 0.50 -4.75 2.35
H: 4.59 -5.41 7.78
H: 4.35 -4.14 9.00
H: 4.91 -3.67 7.40
H: 2.83 -2.31 8.12
H: 2.03 -3.46 9.21
H: 0.28 -2.44 8.11
H: 0.47 -3.89 7.11
H: 0.26 -1.57 6.11
H: 2.59 -3.19 5.35
H: 2.02 -1.75 4.42
H: -0.10 -2.83 3.97
H: 0.38 -4.25 4.95
H: 1.09 -5.40 1.71
H: -0.09 -4.10 1.68
H: -0.23 -5.35 2.91
C: 4.00 -4.53 -3.93
O: 4.68 -3.34 -4.25
C: 3.94 -2.49 -5.14
C: 2.78 -1.82 -4.38
N: 3.17 -1.24 -3.08
C: 4.37 -0.38 -3.19
C: 4.56 0.35 -1.87
O: 4.73 -0.57 -0.79
C: 6.07 -0.99 -0.64
H: 3.86 -5.11 -4.85
H: 3.09 -4.35 -3.36
H: 4.68 -5.15 -3.34
H: 3.52 -3.07 -5.96
H: 4.70 -1.76 -5.40
H: 2.04 -2.59 -4.17
H: 2.41 -0.99 -4.99
H: 3.56 -2.06 -2.60
H: 4.12 0.40 -3.92
H: 5.29 -0.91 -3.45
H: 3.66 0.92 -1.62
H: 5.45 0.99 -1.94
H: 6.62 -0.21 -0.09
H: 6.56 -1.09 -1.61
H: 6.12 -1.87 -0.02
C: -0.30 4.40 -0.60
O: 0.72 3.59 -0.01
C: 0.17 2.55 0.81
C: -0.39 1.43 -0.04
N: -0.26 0.22 0.76
C: -0.57 -1.10 0.22
C: -0.17 -1.34 -1.23
O: -1.14 -0.80 -2.08
C: -0.71 -0.91 -3.43
H: 0.07 4.98 -1.44
H: -0.52 5.11 0.21
H: -1.19 3.84 -0.87
H: -0.63 3.01 1.41
H: 0.98 2.25 1.47
H: 0.22 1.31 -0.94
H: -1.43 1.55 -0.34
H: 0.60 0.17 1.29
H: -1.63 -1.34 0.35
H: -0.04 -1.80 0.86
H: -0.11 -2.43 -1.36
H: 0.82 -0.89 -1.41
H: -0.61 -1.95 -3.77
H: 0.16 -0.27 -3.58
H: -1.51 -0.54 -4.09
C: -1.42 6.88 -3.76
O: -2.75 6.84 -4.21
C: -3.29 5.54 -4.19
C: -4.74 5.61 -4.53
N: -5.43 6.70 -3.85
C: -6.88 6.71 -4.15
C: -7.37 7.93 -4.92
O: -6.79 9.08 -4.38
C: -7.42 10.25 -4.83
H: -1.43 6.90 -2.66
H: -0.98 7.83 -4.05
H: -0.78 6.06 -4.08
H: -3.11 5.03 -3.23
H: -2.79 4.92 -4.95
H: -5.25 4.67 -4.32
H: -4.85 5.75 -5.62
H: -5.02 7.55 -4.23
H: -7.37 6.73 -3.17
H: -7.16 5.79 -4.65
H: -8.46 7.93 -4.86
H: -7.10 7.84 -5.98
H: -8.38 10.42 -4.34
H: -7.60 10.19 -5.92
H: -6.75 11.11 -4.75
C: -3.83 -3.04 -2.31
O: -3.75 -4.27 -2.98
C: -2.48 -4.89 -3.12
C: -1.79 -5.20 -1.81
N: -2.53 -6.25 -1.11
C: -2.10 -6.41 0.25
C: -2.67 -7.67 0.86
O: -4.06 -7.65 0.73
C: -4.63 -8.94 0.82
H: -4.59 -3.11 -1.53
H: -4.02 -2.19 -2.97
H: -2.92 -2.81 -1.74
H: -1.83 -4.34 -3.82
H: -2.69 -5.81 -3.66
H: -1.77 -4.28 -1.21
H: -0.75 -5.50 -1.99
H: -3.51 -6.05 -1.20
H: -2.31 -5.56 0.92
H: -1.01 -6.55 0.24
H: -2.32 -7.84 1.89
H: -2.21 -8.54 0.37
H: -5.67 -8.90 1.14
H: -4.12 -9.57 1.56
H: -4.55 -9.46 -0.14
O: 4.79 4.31 2.49
C: 4.06 3.47 1.60
C: 4.15 3.91 0.17
O: 3.30 5.01 -0.10
H: 4.36 5.17 2.44
H: 4.47 2.46 1.71
H: 3.00 3.41 1.91
H: 3.89 3.06 -0.49
H: 5.16 4.25 -0.04
H: 2.39 4.74 0.07
O: 1.79 0.89 6.00
C: 1.75 1.20 4.63
C: 1.68 2.68 4.35
O: 0.69 3.33 5.15
H: 1.85 -0.08 6.04
H: 2.58 0.72 4.08
H: 0.88 0.70 4.17
H: 1.35 2.81 3.32
H: 2.65 3.15 4.51
H: 0.40 2.70 5.82
O: -1.88 0.43 3.14
H: -2.64 0.90 2.78
H: -1.29 0.30 2.37
O: -0.01 5.59 3.09
H: -0.92 5.63 2.79
H: -0.03 4.98 3.85
O: 2.69 0.49 1.18
H: 3.38 -0.08 1.56
H: 3.01 0.67 0.29